DFT (ωB97M-V with the def2-TZVPD basis set) results for a molecular structure, C25H20Cl2F2N3OPd.

Properties
Maximum force   0.0351 Eh/bohr
Charge   -1
Relative energy (zero: lowest compared OMol25 entry of this formula, charge and spin)   409.3 kcal/mol
⟨S²⟩   2.055
Calculated total energy   -2451.52161 Ha
E_LUMO (alpha / beta)   0.083 / 0.053 Eh
Spin multiplicity   3
HOMO-LUMO gap (alpha / beta)   5.469 / 5.680 eV

Atoms and positions in Å:
Pd (-0.0309, -0.7651, 0.6825)
O (2.5150, -0.9213, 3.4062)
C (1.5181, 0.0869, 3.5282)
C (1.8903, 1.2950, 2.6875)
C (2.0094, 0.9662, 1.2308)
C (1.6242, 3.4294, 0.6073)
C (0.7585, 4.4603, 0.3856)
C (-0.6645, 4.4979, 0.2636)
C (-1.5533, 3.4902, 0.3910)
C (-1.3662, 2.0947, 0.4894)
N (-0.3848, 1.2951, 0.3186)
H (2.4340, -1.2600, 2.5038)
H (1.4697, 0.3520, 4.5867)
H (0.5415, -0.2990, 3.2116)
H (2.8519, 1.6747, 3.0578)
H (1.1666, 2.1044, 2.8213)
H (1.2424, 0.5249, -0.5980)
H (2.7530, 0.3325, 0.7662)
H (1.2289, 5.4380, 0.4530)
H (-1.1083, 5.4819, 0.1390)
H (-2.6001, 3.7733, 0.4186)
H (-2.2881, 1.5266, 0.6621)
F (0.6257, -5.1310, 4.0235)
C (-0.0491, -4.5287, 3.0087)
C (0.4311, -3.3444, 2.4899)
C (-0.2358, -2.6902, 1.4436)
C (-1.4054, -3.3320, 0.9477)
C (-1.8521, -4.5111, 1.5264)
F (-3.0073, -5.0950, 1.0930)
C (-1.1997, -5.1441, 2.5615)
C (-2.1146, -2.7124, -0.1937)
C (-2.7680, -3.4390, -1.1898)
C (-3.3258, -2.7703, -2.2629)
C (-3.2195, -1.3904, -2.3337)
C (-2.5421, -0.7429, -1.3186)
N (-2.0171, -1.3759, -0.2710)
H (1.3231, -2.9384, 2.9472)
H (-1.5758, -6.0569, 2.9990)
H (-2.8087, -4.5156, -1.1285)
H (-3.8214, -3.3253, -3.0501)
H (-3.6223, -0.8270, -3.1643)
H (-2.3955, 0.3298, -1.3424)
Cl (-0.6412, 2.2935, -5.4162)
C (0.6411, 1.9423, -4.2822)
C (1.8717, 2.5368, -4.4448)
C (2.9779, 2.4525, -3.5999)
C (3.0160, 2.1217, -2.2174)
C (1.9834, 2.3274, -1.3658)
Cl (1.3302, 1.8431, -0.0116)
C (0.3610, 0.8681, -3.4176)
N (0.1166, -0.0793, -2.8053)
H (1.9913, 3.0949, -5.3679)
H (3.9310, 2.7164, -4.0472)
H (3.9946, 1.8446, -1.8225)